(1)
{"formula": "C20H31NOS", "method": "ωB97M-V/def2-TZVPD", "lumo_ev": 0.5060, "e_above_lowest_kj_mol": 1810.9, "charge": 0, "gap_ev": 8.620, "species": ["C", "H", "H", "H", "C", "C", "H", "H", "S", "C", "C", "C", "C", "C", "C", "H", "H", "H", "H", "H", "H", "C", "N", "C", "O", "C", "H", "H", "C", "H", "H", "C", "C", "H", "H", "C", "H", "H", "H", "C", "C", "H", "H", "H", "C", "H", "H", "H", "C", "H", "H", "H", "H", "H"], "coordinates": [[-1.49052, -1.20421, 1.99166], [-1.23070, -1.59348, 2.91105], [-0.75300, -0.24006, 1.73303], [-2.52312, -0.91964, 1.79978], [-1.21939, -2.46925, 0.72440], [-1.42900, -1.86437, -0.50211], [-0.81342, -1.05022, -0.55898], [-1.13419, -2.54146, -1.38475], [-3.13807, -1.26534, -1.05971], [-3.10751, 0.37952, -0.51124], [-4.34392, 1.07684, 0.17328], [-4.50588, 2.30658, 0.39964], [-3.36125, 2.91783, 0.08671], [-2.23579, 2.73997, -0.43258], [-2.14930, 1.30587, -0.95734], [-1.34097, 0.96152, -1.25544], [-1.43362, 3.18274, -0.67585], [-3.50815, 4.08626, 0.55665], [-5.18339, 2.66132, 0.95012], [-5.10161, 0.22288, 0.50333], [-2.02698, -3.09713, 0.92421], [0.02114, -2.84766, 1.22381], [1.26558, -2.02419, 0.70648], [1.75014, -2.34220, -0.39165], [1.32136, -3.03405, -1.57274], [3.15140, -1.60443, -0.94221], [3.85537, -1.99142, -0.18792], [3.44171, -1.89532, -1.90942], [2.77586, -0.15634, -1.00887], [3.66923, 0.19051, -1.72377], [1.90554, 0.15362, -1.66210], [2.89596, 0.65092, 0.06090], [1.80422, 0.30608, 1.12823], [1.75399, 0.76706, 1.97555], [0.79274, 0.35270, 0.59438], [1.88961, -0.98920, 1.61648], [1.32256, -1.28251, 2.34292], [2.89133, -1.43440, 2.05317], [3.84822, 0.44536, 0.70242], [2.87738, 2.34397, 0.06286], [1.76170, 2.70044, -0.42566], [1.26693, 2.35711, -1.27569], [0.77302, 2.61808, 0.15876], [1.74777, 3.69838, -0.76535], [4.02241, 2.62862, -1.07728], [4.02948, 2.24238, -2.04111], [4.39866, 3.52917, -0.93612], [5.17906, 1.90923, -0.69099], [3.33570, 3.00684, 1.19399], [2.36799, 2.87778, 2.06432], [3.48645, 4.02701, 1.08144], [4.24038, 2.55215, 1.68790], [0.36159, -3.79043, 0.36132], [0.33536, -3.30059, 2.21795]], "forces_ev_per_angstrom": [[0.8, 1.8, -5.2], [0.1, -0.8, 2.0], [-2.1, -2.6, 0.6], [0.0, 0.3, 0.8], [-3.4, 4.1, 7.2], [-1.2, -0.6, -6.0], [1.6, 2.3, -0.7], [-0.2, 0.8, 1.3], [0.8, -1.1, 1.1], [-1.7, 4.9, 0.0], [0.0, -12.3, -1.6], [3.7, -1.3, -2.7], [-2.8, 12.1, 4.5], [-0.6, -10.0, -3.3], [-7.9, 3.0, 5.6], [7.5, -2.9, -3.6], [5.3, 4.5, -1.0], [0.8, -2.5, -1.3], [-5.4, 3.1, 3.8], [1.3, 2.0, -0.6], [-0.9, -1.8, 0.8], [7.9, -5.8, -4.3], [-2.7, -0.1, 4.0], [3.6, -2.3, -13.0], [0.3, 2.2, 6.7], [-3.6, -1.5, 3.8], [0.5, 1.2, -0.3], [-0.3, -1.1, -0.9], [3.1, 0.1, -8.2], [-1.6, -0.2, 1.0], [0.4, -1.2, 0.7], [1.2, 5.0, 10.7], [-1.1, -0.1, -6.7], [0.0, 4.5, 4.6], [1.1, 0.4, 0.8], [3.7, -6.5, -2.1], [-3.6, 0.0, 5.2], [-1.1, 1.2, -1.5], [-1.0, 0.2, -1.4], [11.1, -8.4, -3.6], [-13.4, 4.8, -3.1], [0.5, -2.1, -2.2], [1.6, 0.3, 0.6], [0.0, 2.1, 0.2], [2.4, -5.9, 3.9], [-1.0, -0.2, -1.8], [1.4, 4.5, 0.0], [-3.4, 1.9, -0.7], [-1.4, -1.7, 7.6], [2.9, 0.7, -2.1], [0.2, 2.0, -0.3], [-0.8, 0.4, -0.6], [-1.1, 1.6, 2.7], [-1.3, 1.1, -1.0]]}


(2)
{"formula": "C13H36IN2O2P2", "method": "ωB97M-V/def2-TZVPD", "lumo_ev": 2.6123, "charge": -1, "gap_ev": 6.423, "species": ["C", "C", "C", "C", "P", "C", "N", "C", "P", "O", "C", "I", "C", "C", "H", "H", "H", "H", "H", "H", "H", "H", "H", "H", "H", "H", "H", "H", "H", "H", "H", "H", "H", "H", "H", "H", "H", "H", "H", "C", "C", "C", "O", "C", "N", "H", "H", "H", "H", "H", "H", "H", "H", "H", "H", "H"], "coordinates": [[-0.55876, -1.83241, -0.45393], [0.89038, -1.55488, -0.83656], [1.86086, -1.66457, 0.33985], [3.02178, -0.67032, 0.29832], [2.43428, 1.06694, 0.88149], [2.32165, 0.55611, 2.75383], [0.94486, 0.25461, 3.17898], [0.84306, -0.77548, 4.19264], [2.30258, 1.90594, -1.26592], [3.26826, 1.55157, -2.35979], [4.24740, 1.82032, 1.16397], [5.93417, 0.90772, 0.16524], [4.40682, 3.33527, 0.95672], [3.63132, 4.20253, 1.95354], [-1.20261, -1.94622, -1.32155], [-0.61556, -2.73778, 0.15520], [-0.93968, -1.01568, 0.16021], [0.95589, -0.56272, -1.27720], [1.18854, -2.26767, -1.60856], [1.30867, -1.55829, 1.27640], [2.28229, -2.67561, 0.33576], [3.79924, -1.02280, 0.97495], [3.43503, -0.65064, -0.71014], [1.91141, 2.40479, 1.25677], [1.04102, 0.66006, 0.70271], [2.94835, -0.30795, 2.98262], [2.71593, 1.38527, 3.35360], [0.53778, 1.10510, 3.53598], [1.25491, -0.49492, 5.17269], [-0.19747, -1.06925, 4.33060], [1.38584, -1.65452, 3.84964], [2.19097, 3.32151, -1.11434], [0.95425, 1.67352, -1.66954], [4.47676, 1.63217, 2.21288], [4.15971, 3.60400, -0.06837], [5.46644, 3.56628, 1.07191], [3.51863, 3.68916, 2.90766], [2.63453, 4.44425, 1.59926], [4.16312, 5.13703, 2.13501], [-6.51702, -0.87198, -2.74972], [-5.83477, -1.90670, -1.86160], [-4.43451, -1.50138, -1.38962], [-3.43212, -1.59499, -2.37530], [-3.31323, -0.48395, -3.24060], [-5.84695, -3.20432, -2.54235], [-6.10788, -0.88524, -3.76025], [-7.58175, -1.09039, -2.82752], [-6.39965, 0.13556, -2.34709], [-6.43868, -2.01337, -0.95441], [-4.12557, -2.19158, -0.60011], [-4.44369, -0.49168, -0.95706], [-3.54728, 0.44930, -2.71937], [-3.95678, -0.57420, -4.12091], [-2.27693, -0.44503, -3.57396], [-5.51139, -3.92161, -1.90736], [-5.15445, -3.17091, -3.28534]], "forces_ev_per_angstrom": [[0.2, 0.0, 0.2], [-0.1, -0.1, 0.0], [0.2, -0.1, 0.0], [-0.4, 0.1, 0.1], [-0.4, -0.5, 0.6], [-0.2, 0.1, 0.1], [0.2, 0.0, 0.0], [0.0, 0.0, 0.0], [0.4, 0.1, -0.4], [0.1, 0.0, -0.2], [-0.2, 0.3, 0.1], [0.1, -0.1, -0.1], [0.1, -0.1, 0.1], [0.0, 0.0, -0.1], [-0.1, 0.0, -0.1], [-0.1, -0.1, 0.0], [0.0, 0.1, 0.1], [0.0, 0.1, -0.1], [0.1, 0.1, -0.1], [-0.1, 0.1, 0.1], [-0.1, -0.1, 0.1], [0.2, 0.1, 0.0], [0.1, 0.1, -0.1], [0.1, 0.0, -0.1], [0.1, 0.0, -0.1], [0.1, -0.1, -0.1], [0.1, 0.1, 0.0], [-0.2, 0.1, -0.1], [0.1, 0.0, 0.1], [-0.1, 0.0, 0.0], [0.0, -0.1, 0.0], [-0.1, 0.1, 0.1], [-0.2, 0.0, 0.1], [0.1, -0.2, 0.0], [0.0, 0.0, -0.1], [0.1, 0.0, 0.0], [0.0, 0.0, 0.1], [-0.1, 0.0, 0.0], [0.0, 0.1, 0.0], [0.0, 0.0, 0.0], [0.0, 0.0, 0.0], [0.1, 0.0, 0.1], [-0.1, 0.0, -0.2], [0.1, 0.0, 0.0], [0.1, 0.0, 0.0], [0.0, 0.0, 0.0], [0.0, 0.0, 0.0], [0.0, 0.0, 0.0], [0.0, 0.0, 0.0], [0.0, 0.0, 0.0], [-0.1, 0.0, 0.0], [0.0, 0.0, 0.0], [0.0, 0.0, 0.0], [0.0, 0.0, 0.0], [0.0, 0.0, 0.0], [0.0, 0.0, 0.0]]}